(1)
Computed, not measured: a molecular structure, C19H24BeN4O3 in a non-equilibrium geometry, with ωB97M-V/def2-TZVPD.

Positions of all 51 atoms, in Å:
Be1 0.516 -0.232 -0.563
C1 5.076 -0.664 -2.140
O1 4.237 -1.709 -1.682
C2 4.041 -1.577 -0.318
C3 4.998 -1.995 0.655
C4 4.756 -1.846 2.012
C5 3.541 -1.399 2.495
C6 2.545 -1.052 1.552
C7 1.448 -0.339 2.000
N1 0.612 0.199 1.102
N2 0.015 1.312 1.391
C8 -0.214 1.928 0.208
O2 -0.033 1.317 -0.894
C9 -0.764 3.252 0.399
C10 -1.052 3.967 -0.755
C11 -2.002 5.005 -0.646
C12 -2.730 5.184 0.533
C13 -2.221 4.658 1.743
C14 -1.233 3.682 1.689
C15 2.809 -1.132 0.146
O3 1.875 -0.862 -0.700
H1 5.273 -0.812 -3.181
H2 4.609 0.328 -2.010
H3 6.004 -0.672 -1.568
H4 5.958 -2.437 0.354
H5 5.556 -2.072 2.652
H6 3.377 -1.184 3.558
H7 1.255 -0.280 3.098
H8 -0.608 3.607 -1.685
H9 -2.312 5.588 -1.513
H10 -3.631 5.751 0.486
H11 -2.604 4.962 2.722
H12 -0.904 3.183 2.589
N3 -3.377 -0.745 -1.770
C16 -4.328 -1.422 -0.849
C17 -3.568 -2.314 0.112
C18 -2.347 -3.012 -0.458
C19 -1.022 -2.229 -0.234
N4 -0.750 -1.190 -1.247
H13 -3.822 0.132 -2.082
H14 -3.317 -1.282 -2.647
H15 -5.083 -1.957 -1.436
H16 -4.787 -0.647 -0.207
H17 -4.276 -3.069 0.587
H18 -3.335 -1.738 1.037
H19 -2.449 -3.316 -1.537
H20 -2.223 -3.969 0.083
H21 -0.151 -2.902 -0.275
H22 -1.023 -1.706 0.713
H23 -1.656 -0.668 -1.342
H24 -0.679 -1.626 -2.177

HOMO energy (spin up / spin down): -0.2493 / -0.2492 Eh
Charge: 0
LUMO (spin up / spin down): 0.1 / 0.1 eV

---

(2)
Computed, not measured: a molecular structure, C19H24BrN3O2S2SiY in a non-equilibrium geometry, with ωB97M-V/def2-TZVPD.

Positions of all 53 atoms, in Å:
Y1 0.380 -0.146 -0.124
O1 -0.781 -1.581 -1.796
C1 -1.922 -2.364 -1.602
C2 -2.565 -2.967 -2.674
C3 -3.721 -3.675 -2.394
C4 -4.175 -3.829 -1.092
C5 -3.565 -3.169 -0.031
C6 -2.422 -2.437 -0.305
C7 -1.647 -1.605 0.648
O2 -1.756 -0.300 0.500
N1 -0.755 -2.205 1.371
N2 0.050 -1.218 2.023
C8 0.053 -1.226 3.319
S1 -0.731 -2.384 4.382
C9 -0.393 -1.475 5.956
C10 0.892 -0.730 5.795
S2 0.888 0.039 4.152
H1 -0.196 -1.908 -2.512
H2 -2.286 -2.744 -3.724
H3 -4.273 -4.000 -3.254
H4 -5.055 -4.388 -0.861
H5 -3.919 -3.225 0.988
H6 -0.343 -2.277 6.694
H7 -1.202 -0.772 6.187
H8 1.766 -1.377 5.964
H9 0.953 0.125 6.510
Br1 0.749 4.691 3.650
C11 1.644 3.660 2.360
C12 3.007 3.902 2.090
C13 3.615 3.031 1.213
C14 2.869 2.077 0.554
N3 1.546 1.938 0.709
C15 0.955 2.685 1.654
H10 3.560 4.672 2.635
H11 4.696 3.080 1.042
H12 3.335 1.420 -0.177
H13 -0.126 2.533 1.840
C16 0.297 0.369 -4.819
Si1 0.847 0.969 -3.116
C17 -0.798 1.405 -2.329
C18 1.642 2.693 -3.185
C19 1.776 -0.296 -2.019
H14 -0.430 0.980 -5.307
H15 -0.011 -0.702 -4.920
H16 1.148 0.404 -5.500
H17 -1.122 2.294 -2.868
H18 -0.860 1.654 -1.238
H19 -1.545 0.580 -2.469
H20 1.029 3.369 -3.762
H21 2.701 2.663 -3.487
H22 1.588 3.104 -2.137
H23 2.859 -0.096 -1.978
H24 1.754 -1.240 -2.557

HOMO energy: -0.4137 Eh
Charge: +1
LUMO: -3.1 eV